Entry 1:
Below is an isolated molecule of C11H12N2O2 at a distorted geometry, with properties calculated with ωB97M-V/def2-TZVPD.

```
! wB97M-V def2-TZVPD RIJCOSX def2/J DEFGRID3
* xyz 0 3
C 3.152 -0.480 -2.091
C 2.772 0.763 -1.742
C 2.444 -1.673 -1.693
C 1.659 0.913 -0.894
C 1.467 -1.545 -0.748
C 1.120 -0.232 -0.335
C -2.681 -0.947 0.451
C -2.986 0.602 0.656
C -1.840 1.546 0.295
C -0.532 1.243 1.093
C 0.196 -0.093 0.756
N -1.627 -1.420 -0.009
N -0.014 -1.073 1.844
O -1.031 -0.908 2.519
O 0.866 -1.861 2.076
H 4.117 -0.538 -2.554
H 3.398 1.693 -1.871
H 2.551 -2.667 -2.010
H 1.078 1.791 -0.922
H 0.918 -2.306 -0.263
H -3.489 -1.418 0.907
H -3.788 0.582 -0.058
H -3.345 0.711 1.709
H -1.665 1.611 -0.789
H -2.152 2.567 0.468
H 0.263 1.946 1.007
H -0.851 1.193 2.199
*
```

* HOMO energy (alpha / beta): -7.5 / -9.6 eV
* gap between HOMO and LUMO (alpha / beta): 7.918 / 7.866 eV
* F_max: 3.2 eV/Å
* relative energy (zero: lowest compared OMol25 entry of this formula, charge and spin): 24.97 kcal/mol

=====

Entry 2:
Below is a structure of composition C35H33Br9F2N4 at a distorted geometry, with properties calculated with ωB97M-V/def2-TZVPD.

```
! wB97M-V def2-TZVPD RIJCOSX def2/J DEFGRID3
* xyz 0 1
F -2.490 -0.930 -2.904
C -1.728 -0.911 -1.831
C -2.236 -1.423 -0.674
C -1.491 -1.483 0.540
C -0.173 -0.939 0.401
C 0.325 -0.411 -0.832
C -0.451 -0.368 -2.023
H -3.285 -1.818 -0.742
H -1.854 -1.912 1.466
H 0.438 -0.979 1.232
H 1.304 0.041 -0.868
H -0.144 0.109 -2.949
F 0.226 3.330 6.857
C 0.107 2.346 5.986
C -0.091 1.070 6.483
C -0.211 -0.029 5.613
C -0.090 0.156 4.229
C 0.090 1.426 3.789
C 0.131 2.562 4.651
H -0.107 0.833 7.551
H -0.184 -1.068 5.991
H -0.154 -0.767 3.635
H 0.201 1.562 2.752
H 0.324 3.507 4.179
C 4.282 -2.262 -0.688
Br 3.412 -2.946 0.874
Br 6.096 -2.870 -0.778
Br 4.276 -0.359 -0.637
H 3.712 -2.516 -1.587
C 4.702 2.212 4.385
Br 4.336 1.636 6.138
Br 3.997 3.949 4.114
Br 4.139 0.976 3.018
H 5.776 2.362 4.297
C -4.839 1.807 5.150
Br -6.045 2.580 3.787
Br -3.108 2.606 5.151
Br -4.722 -0.144 4.969
H -5.308 1.999 6.115
N 3.274 2.417 -0.141
C 3.884 3.600 -0.407
C 3.355 4.824 -0.138
C 2.111 4.881 0.421
C 1.443 3.725 0.688
C 2.052 2.501 0.465
H 4.863 3.534 -0.807
H 3.923 5.696 -0.440
H 1.568 5.782 0.560
H 0.480 3.769 1.047
H 1.588 1.618 0.722
N -1.577 -4.822 -0.906
C -2.102 -4.363 -2.045
C -1.334 -3.995 -3.173
C 0.050 -3.944 -3.048
C 0.586 -4.450 -1.847
C -0.234 -4.887 -0.825
H -3.173 -4.331 -2.075
H -1.865 -3.495 -3.986
H 0.733 -3.506 -3.786
H 1.653 -4.498 -1.710
H 0.226 -5.271 0.025
N -4.840 2.263 -1.023
C -4.723 1.964 -2.310
C -5.533 1.149 -3.010
C -6.648 0.628 -2.355
C -6.805 0.830 -1.035
C -5.792 1.622 -0.395
H -3.941 2.523 -2.836
H -5.269 1.068 -4.128
H -7.430 0.077 -2.841
H -7.711 0.506 -0.534
H -5.898 1.730 0.725
N 2.965 -2.859 -3.654
C 3.479 -3.361 -4.759
C 3.717 -2.658 -5.942
C 3.280 -1.349 -6.037
C 2.662 -0.810 -4.894
C 2.527 -1.625 -3.792
H 3.727 -4.419 -4.720
H 4.102 -3.088 -6.890
H 3.311 -0.867 -7.063
H 2.205 0.198 -5.017
H 1.947 -1.243 -2.920
*
```

* HOMO energy: -8.9 eV
* gap between HOMO and LUMO: 8.815 eV
* F_max: 3.6 eV/Å

=====

Entry 3:
Below is a cluster of 11 separate species, C3H26O11S2 in total at a distorted geometry, with properties calculated with ωB97M-V/def2-TZVPD.

```
! wB97M-V def2-TZVPD RIJCOSX def2/J DEFGRID3
* xyz 0 1
C -2.110 -3.052 2.083
C -2.429 -3.049 0.614
O -1.572 -3.061 -0.239
C -1.217 -1.804 2.411
S -1.935 -0.196 2.023
S -3.352 0.002 3.480
H -2.916 -3.024 2.803
H -1.388 -3.849 2.279
H -3.470 -3.206 0.286
H -0.722 -1.859 3.377
H -0.421 -1.898 1.666
H -4.525 -0.358 2.920
H 1.335 -1.283 2.689
H 2.330 -1.556 1.524
O 2.120 -0.942 2.243
H 1.961 1.823 3.483
H 2.755 0.532 3.204
O 2.784 1.514 3.091
H -2.576 2.505 -3.945
H -1.958 1.490 -2.907
O -2.656 1.628 -3.560
H 2.903 1.505 1.384
H 4.079 1.559 0.303
O 3.124 1.551 0.428
H 2.146 -1.782 -3.372
H 1.492 -0.950 -2.292
O 1.754 -0.922 -3.228
H 1.335 3.702 -1.035
H 0.704 2.464 -0.471
O 0.552 3.134 -1.147
H 0.777 0.395 -0.934
H 2.036 0.326 -0.150
O 1.405 -0.265 -0.622
H -1.182 4.464 -1.125
H -1.939 3.747 -2.108
O -2.027 4.002 -1.193
H 1.144 -2.134 -0.321
H 0.509 -3.316 0.318
O 1.329 -2.803 0.353
H 0.414 2.035 -4.336
H -0.600 1.136 -4.808
O 0.004 1.795 -5.171
*
```

* SMILES: O=CCCSS.O.O.O.O.O.O.O.O.O.O
* HOMO energy: -9.8 eV
* gap between HOMO and LUMO: 9.717 eV
* F_max: 2.4 eV/Å

=====

Entry 4:
Below is a structure of composition C21H17ClF4N4O4V at a distorted geometry, with properties calculated with ωB97M-V/def2-TZVPD.

```
! wB97M-V def2-TZVPD RIJCOSX def2/J DEFGRID3
* xyz 3 1
V -0.552 -0.112 0.007
C -1.135 -2.956 -0.362
N -0.793 -1.959 0.651
C 0.566 -2.205 1.150
C -1.781 -1.875 1.753
C -2.050 -0.383 2.126
N -0.982 0.453 1.613
C -0.445 1.404 2.434
C 0.959 1.548 2.487
F 1.654 0.718 1.682
C 1.574 2.392 3.405
F 2.881 2.425 3.474
C 0.789 3.191 4.239
C -0.602 3.126 4.159
F -1.337 3.892 4.924
C -1.217 2.237 3.275
F -2.539 2.164 3.130
H -1.081 -3.973 0.049
H -0.417 -2.906 -1.193
H -2.150 -2.822 -0.750
H 0.658 -3.226 1.546
H 0.822 -1.526 1.970
H 1.299 -2.108 0.336
H -1.409 -2.415 2.635
H -2.724 -2.355 1.466
H -2.106 -0.296 3.219
H -3.019 -0.034 1.733
H 1.264 3.859 4.950
O 1.284 3.448 -4.115
C -0.002 3.404 -4.102
O -0.725 3.951 -4.890
C -0.707 2.597 -3.017
C -2.119 2.514 -2.936
Cl -3.173 3.271 -3.998
N -2.425 1.686 -1.895
N -1.288 1.245 -1.313
C -0.253 1.785 -1.988
C 1.099 1.300 -1.567
O 2.125 1.742 -1.982
O 0.878 0.325 -0.730
C -3.680 1.169 -1.495
C -3.689 -0.048 -0.809
C -4.880 -0.643 -0.445
C -6.084 -0.028 -0.778
C -6.078 1.188 -1.441
C -4.887 1.799 -1.792
H 1.828 2.984 -3.443
H -2.715 -0.546 -0.632
H -4.909 -1.583 0.085
H -7.015 -0.510 -0.521
H -7.014 1.666 -1.692
H -4.889 2.753 -2.294
*
```

* HOMO energy (alpha / beta): -18.2 / -18.2 eV
* gap between HOMO and LUMO (alpha / beta): 4.589 / 4.615 eV
* F_max: 5.3 eV/Å

=====

Entry 5:
Below is an isolated molecule of C15H11BF3NO3 at a distorted geometry, with properties calculated with ωB97M-V/def2-TZVPD.

```
! wB97M-V def2-TZVPD RIJCOSX def2/J DEFGRID3
* xyz 0 1
O -1.043 0.922 1.841
F 3.965 -0.417 0.763
F 2.990 0.996 -0.644
F 1.866 -0.714 0.210
O -4.391 -2.668 -0.200
O -3.989 -3.024 -2.535
B -3.572 -2.361 -1.304
C -0.002 1.052 1.149
C 1.985 2.575 3.842
C 3.279 2.307 3.521
C 1.001 2.199 3.044
C -0.230 -0.148 -2.389
C -1.673 -0.577 -0.486
C 3.563 1.615 2.391
C -0.956 -0.995 -3.250
C -2.477 -1.294 -1.367
C 1.188 1.469 1.874
C -0.603 0.066 -1.032
C 2.502 1.144 1.623
C -2.100 -1.564 -2.697
N 0.123 0.992 -0.251
C 2.822 0.240 0.461
C -3.053 -2.399 -3.474
H -4.955 -3.387 -0.520
H 1.746 3.125 4.711
H 4.124 2.698 4.098
H -0.008 2.366 3.321
H 0.707 0.271 -2.632
H -1.826 -0.620 0.614
H 4.590 1.453 2.142
H -0.495 -1.433 -4.177
H 1.150 1.108 -0.481
H -2.611 -3.250 -3.995
H -3.618 -1.749 -4.172
*
```

* SMILES: O=C(Nc1ccc2c(c1)B(O)OC2)c1ccccc1C(F)(F)F
* HOMO energy: -8.7 eV
* gap between HOMO and LUMO: 8.595 eV
* F_max: 4.2 eV/Å
* relative energy (zero: lowest compared OMol25 entry of this formula, charge and spin): 26.74 kcal/mol

=====

Question: Among the records above, which one has the lowest F_max?
Answer: C3H26O11S2

=====

Question: Which of these has the highest F_max?
Answer: C21H17ClF4N4O4V

=====

Question: What is the formula in the third record?
Answer: C3H26O11S2

=====

What did the second record say?
Below is a structure of composition C35H33Br9F2N4 at a distorted geometry, with properties calculated with ωB97M-V/def2-TZVPD.

```
! wB97M-V def2-TZVPD RIJCOSX def2/J DEFGRID3
* xyz 0 1
F -2.490 -0.930 -2.904
C -1.728 -0.911 -1.831
C -2.236 -1.423 -0.674
C -1.491 -1.483 0.540
C -0.173 -0.939 0.401
C 0.325 -0.411 -0.832
C -0.451 -0.368 -2.023
H -3.285 -1.818 -0.742
H -1.854 -1.912 1.466
H 0.438 -0.979 1.232
H 1.304 0.041 -0.868
H -0.144 0.109 -2.949
F 0.226 3.330 6.857
C 0.107 2.346 5.986
C -0.091 1.070 6.483
C -0.211 -0.029 5.613
C -0.090 0.156 4.229
C 0.090 1.426 3.789
C 0.131 2.562 4.651
H -0.107 0.833 7.551
H -0.184 -1.068 5.991
H -0.154 -0.767 3.635
H 0.201 1.562 2.752
H 0.324 3.507 4.179
C 4.282 -2.262 -0.688
Br 3.412 -2.946 0.874
Br 6.096 -2.870 -0.778
Br 4.276 -0.359 -0.637
H 3.712 -2.516 -1.587
C 4.702 2.212 4.385
Br 4.336 1.636 6.138
Br 3.997 3.949 4.114
Br 4.139 0.976 3.018
H 5.776 2.362 4.297
C -4.839 1.807 5.150
Br -6.045 2.580 3.787
Br -3.108 2.606 5.151
Br -4.722 -0.144 4.969
H -5.308 1.999 6.115
N 3.274 2.417 -0.141
C 3.884 3.600 -0.407
C 3.355 4.824 -0.138
C 2.111 4.881 0.421
C 1.443 3.725 0.688
C 2.052 2.501 0.465
H 4.863 3.534 -0.807
H 3.923 5.696 -0.440
H 1.568 5.782 0.560
H 0.480 3.769 1.047
H 1.588 1.618 0.722
N -1.577 -4.822 -0.906
C -2.102 -4.363 -2.045
C -1.334 -3.995 -3.173
C 0.050 -3.944 -3.048
C 0.586 -4.450 -1.847
C -0.234 -4.887 -0.825
H -3.173 -4.331 -2.075
H -1.865 -3.495 -3.986
H 0.733 -3.506 -3.786
H 1.653 -4.498 -1.710
H 0.226 -5.271 0.025
N -4.840 2.263 -1.023
C -4.723 1.964 -2.310
C -5.533 1.149 -3.010
C -6.648 0.628 -2.355
C -6.805 0.830 -1.035
C -5.792 1.622 -0.395
H -3.941 2.523 -2.836
H -5.269 1.068 -4.128
H -7.430 0.077 -2.841
H -7.711 0.506 -0.534
H -5.898 1.730 0.725
N 2.965 -2.859 -3.654
C 3.479 -3.361 -4.759
C 3.717 -2.658 -5.942
C 3.280 -1.349 -6.037
C 2.662 -0.810 -4.894
C 2.527 -1.625 -3.792
H 3.727 -4.419 -4.720
H 4.102 -3.088 -6.890
H 3.311 -0.867 -7.063
H 2.205 0.198 -5.017
H 1.947 -1.243 -2.920
*
```

* HOMO energy: -8.9 eV
* gap between HOMO and LUMO: 8.815 eV
* F_max: 3.6 eV/Å